DFT (the ωB97M-V functional and the def2-TZVPD basis) results for 2 unconnected molecules or ions with the total composition CH3NO4.

Last column: Mulliken charge in e.
Geometry (Å):
C  -1.804  -0.346  0.011  0.6996
N  -0.979  -1.239  -0.146  -0.3594
O  -2.764  0.288  -0.015  -0.3576
O  0.370  -1.282  0.204  -0.3201
O  1.093  1.180  -0.570  -0.3531
O  0.112  1.470  0.565  -0.5004
H  1.475  0.218  -0.199  0.4534
H  0.550  -2.056  0.740  0.3333
H  1.948  1.767  -0.590  0.4042

Charge = 0
Strongest force on any atom = 4.19 eV/Å
E_HOMO = -9.40 eV
2S+1 = 1
Kohn-Sham gap = 0.3402 Eh